{"formula": "C38H54AsCaN4O6", "method": "ωB97M-V with the def2-TZVPD basis set", "species": ["Ca", "C", "C", "C", "C", "C", "C", "N", "C", "C", "N", "C", "C", "O", "O", "C", "C", "C", "C", "C", "C", "N", "C", "C", "N", "C", "C", "O", "O", "H", "H", "H", "H", "H", "H", "H", "H", "H", "H", "H", "H", "H", "H", "H", "H", "H", "H", "H", "H", "H", "H", "H", "H", "H", "H", "H", "H", "H", "H", "H", "H", "H", "H", "H", "H", "H", "H", "H", "O", "As", "C", "C", "C", "C", "C", "C", "C", "C", "C", "C", "C", "C", "C", "C", "C", "C", "C", "C", "H", "H", "H", "H", "H", "H", "H", "H", "H", "H", "H", "H", "H", "H", "H", "O"], "positions_angstrom": [[1.931, 0.242, -0.673], [-0.513, 0.698, 2.972], [-1.589, 0.102, 2.023], [-2.771, -0.696, 2.921], [-4.022, 0.116, 3.317], [-3.830, 1.364, 4.248], [-4.976, -0.714, 4.324], [-4.526, 0.625, 2.030], [-5.644, -0.235, 1.436], [-5.368, -0.827, 0.015], [-6.488, -1.661, -0.260], [-6.340, -2.678, -0.886], [-5.744, 7.362, -5.623], [-4.676, 7.342, -6.078], [-6.904, 6.575, -8.668], [-0.843, -5.881, -1.558], [-0.771, -4.782, -2.542], [-1.226, -5.822, -0.064], [-0.191, -5.323, 0.994], [1.444, -5.203, 0.668], [0.034, -6.501, 2.064], [-0.701, -3.905, 1.396], [0.044, -3.013, 2.318], [0.135, -1.725, 1.510], [-1.042, -0.985, 1.149], [-0.919, -0.542, -0.270], [1.851, -4.261, 6.867], [1.249, -3.411, 6.286], [2.584, -4.949, 7.371], [-0.933, 1.327, 3.838], [0.368, 1.354, 2.484], [0.165, 0.057, 3.478], [-1.920, 0.861, 1.264], [-2.272, -1.097, 3.789], [-3.198, -1.577, 2.318], [-2.896, 1.373, 4.812], [-4.750, 1.382, 4.870], [-3.792, 2.311, 3.692], [-4.258, -1.098, 5.035], [-5.569, -1.518, 3.905], [-5.714, -0.057, 4.734], [-5.047, 1.317, 2.435], [-5.916, 6.704, -8.619], [-6.700, 0.135, 1.374], [-5.725, -1.073, 2.150], [-4.340, -1.306, 0.007], [-5.435, -0.008, -0.743], [-5.265, -3.192, -1.337], [-7.203, -3.027, -1.441], [-0.208, -6.634, -2.018], [-0.712, -5.116, -3.691], [0.399, -4.648, -2.776], [-1.241, -4.036, -2.166], [-1.409, -6.867, 0.193], [-2.247, -5.463, -0.115], [1.489, -6.158, 0.290], [2.083, -4.941, 1.537], [1.722, -4.507, -0.123], [-0.795, -7.136, 2.178], [0.172, -6.079, 3.040], [0.960, -7.013, 1.795], [-0.759, -3.466, 0.456], [1.120, -3.288, 2.399], [-0.269, -2.910, 3.358], [0.501, -2.024, 0.448], [1.184, -1.388, 1.786], [-0.953, -1.355, -0.941], [-1.689, 0.235, -0.492], [3.987, 1.421, -0.897], [4.917, 2.792, -1.552], [4.362, 1.963, -3.193], [4.719, 0.630, -3.360], [4.068, -0.180, -4.288], [2.895, 0.262, -4.858], [2.497, 1.569, -4.655], [3.294, 2.435, -3.907], [6.766, 1.875, -1.593], [7.472, 1.458, -2.758], [8.511, 0.519, -2.671], [8.925, 0.035, -1.444], [8.243, 0.398, -0.305], [7.181, 1.315, -0.392], [-0.152, 8.400, -0.287], [1.157, 8.738, -0.849], [1.202, 9.608, -1.873], [-0.276, 9.876, -1.928], [-1.016, 9.384, -0.919], [-0.527, 7.190, -0.030], [5.436, 0.083, -2.749], [4.393, -1.157, -4.465], [2.206, -0.509, -5.420], [1.568, 1.889, -5.039], [3.053, 3.434, -3.662], [7.260, 1.885, -3.723], [8.998, 0.226, -3.536], [9.812, -0.577, -1.421], [8.520, -0.116, 0.618], [6.615, 1.559, 0.503], [2.166, 8.233, -0.544], [2.014, 9.695, -2.759], [-0.965, 10.615, -2.488], [-2.057, 9.440, -1.184], [5.063, -2.251, 7.037], [-1.444, 6.477, 0.101]], "total_charge": -1, "spin_multiplicity": 1, "homo_lumo_gap_ev": [2.39, 2.38], "e_lumo_ev": [0.36, 0.35], "de_lowest_kj_mol": 1435.8, "e_homo_ha": [-0.075, -0.075]}



{"formula": "C38H54BrCl4F2N2O4P", "method": "ωB97M-V with the def2-TZVPD basis set", "species": ["C", "C", "C", "C", "C", "C", "C", "C", "C", "C", "C", "C", "C", "C", "C", "C", "C", "Br", "C", "P", "O", "O", "C", "N", "C", "C", "C", "F", "C", "O", "C", "O", "C", "C", "C", "C", "C", "C", "N", "C", "C", "C", "C", "F", "H", "H", "H", "H", "H", "H", "H", "H", "H", "H", "H", "H", "H", "H", "H", "H", "H", "H", "H", "H", "H", "H", "H", "H", "H", "H", "H", "H", "H", "H", "H", "H", "H", "H", "H", "H", "H", "H", "H", "H", "H", "H", "H", "H", "H", "H", "Cl", "C", "C", "Cl", "H", "H", "H", "H", "Cl", "C", "C", "Cl", "H", "H", "H", "H"], "positions_angstrom": [[-2.044, 1.403, 2.460], [-3.656, 1.246, 2.280], [-4.042, 0.023, 1.280], [-4.777, 0.524, -0.066], [-4.174, -0.234, -1.363], [-5.024, -1.537, -1.807], [-3.988, -2.546, -2.545], [-3.540, -3.798, -1.619], [-3.020, -3.370, -0.156], [-2.419, -4.687, 0.568], [-1.624, -4.384, 1.933], [-0.282, -5.310, 2.089], [1.050, -4.453, 2.362], [2.128, -4.539, 1.140], [3.583, -3.942, 1.595], [3.639, -2.426, 1.101], [3.562, -1.288, 2.174], [3.392, -1.637, 4.131], [3.599, 0.209, 1.754], [3.510, 1.578, 3.082], [4.825, 1.379, 4.180], [2.029, 1.460, 3.951], [3.686, 0.667, 0.236], [3.711, 2.086, -0.001], [3.747, 2.292, -1.409], [3.747, 3.834, -1.907], [3.929, 4.882, -0.709], [4.608, 6.045, -1.293], [3.763, 1.206, -2.521], [3.753, 1.572, -3.920], [2.445, 1.098, -4.351], [2.355, 0.460, -5.430], [1.168, 1.385, -3.403], [0.376, 2.739, -3.477], [-0.840, 3.022, -2.521], [-1.334, 1.998, -1.443], [-0.568, 0.636, -1.399], [0.637, 0.349, -2.354], [3.782, -0.182, -2.230], [3.740, -0.461, -0.821], [3.729, -1.987, -0.405], [3.812, -3.160, -1.483], [2.641, -3.164, -2.574], [1.440, -3.875, -2.134], [-1.699, 0.912, 3.448], [-1.459, 0.900, 1.612], [-1.776, 2.521, 2.547], [-4.060, 0.934, 3.315], [-4.126, 2.240, 1.962], [-3.084, -0.580, 1.092], [-4.774, -0.662, 1.837], [-5.905, 0.380, 0.072], [-4.584, 1.643, -0.208], [-3.140, -0.613, -1.065], [-4.085, 0.470, -2.257], [-5.852, -1.296, -2.562], [-5.503, -2.079, -0.904], [-3.050, -1.919, -2.789], [-4.422, -2.903, -3.555], [-2.640, -4.290, -2.157], [-4.413, -4.544, -1.593], [-3.906, -2.911, 0.409], [-2.163, -2.601, -0.295], [-3.335, -5.338, 0.851], [-1.803, -5.290, -0.195], [-1.363, -3.276, 2.092], [-2.327, -4.677, 2.804], [-0.193, -5.957, 1.146], [-0.433, -6.053, 2.965], [1.600, -4.889, 3.277], [0.832, -3.337, 2.564], [2.189, -5.632, 0.799], [1.680, -3.916, 0.294], [4.351, -4.562, 1.003], [3.707, -4.073, 2.724], [5.225, 2.259, 4.344], [1.610, 0.575, 3.844], [4.698, 3.924, -2.564], [2.866, 4.078, -2.591], [2.899, 5.240, -0.352], [4.603, 4.516, 0.141], [0.728, 3.490, -4.255], [-1.415, 4.011, -2.588], [-2.192, 2.204, -0.722], [-0.871, -0.169, -0.633], [1.142, -0.677, -2.201], [3.895, -4.210, -1.042], [4.796, -2.989, -2.072], [2.370, -2.142, -2.999], [3.034, -3.785, -3.469], [-3.588, 3.559, -4.600], [-3.751, 5.270, -5.067], [-2.595, 5.742, -5.927], [-1.067, 5.822, -5.015], [-3.842, 5.863, -4.155], [-4.686, 5.357, -5.624], [-2.796, 6.749, -6.297], [-2.442, 5.088, -6.787], [1.560, 5.392, 7.495], [1.593, 3.658, 7.903], [1.085, 2.792, 6.766], [-0.662, 3.004, 6.489], [1.007, 3.513, 8.812], [2.632, 3.405, 8.123], [1.241, 1.739, 7.005], [1.604, 3.010, 5.832]], "total_charge": 0, "smiles": "CCCCCCCCCCCCCCCc1c(Br)c(P(O)O)c2nc(CCF)c(OC(=O)c3ccccc3)nc2c1CCF.ClCCCl.ClCCCl", "spin_multiplicity": 1, "homo_lumo_gap_ev": 7.00, "e_lumo_ev": -1.57, "e_homo_ha": -0.315}



{"formula": "C38H54Cl51IN3O3S", "method": "ωB97M-V with the def2-TZVPD basis set", "species": ["C", "C", "C", "C", "C", "C", "C", "C", "C", "C", "C", "C", "C", "C", "S", "C", "N", "N", "C", "O", "O", "C", "C", "I", "N", "C", "C", "C", "O", "H", "H", "H", "H", "H", "H", "H", "H", "H", "H", "H", "H", "H", "H", "H", "H", "H", "H", "H", "H", "H", "H", "H", "H", "H", "H", "H", "H", "H", "H", "H", "H", "H", "H", "H", "H", "H", "C", "Cl", "Cl", "Cl", "H", "C", "Cl", "Cl", "Cl", "H", "C", "Cl", "Cl", "Cl", "H", "C", "Cl", "Cl", "Cl", "H", "C", "Cl", "Cl", "Cl", "H", "C", "Cl", "Cl", "Cl", "H", "C", "Cl", "Cl", "Cl", "H", "C", "Cl", "Cl", "Cl", "H", "C", "Cl", "Cl", "Cl", "H", "C", "Cl", "Cl", "Cl", "H", "C", "Cl", "Cl", "Cl", "H", "C", "Cl", "Cl", "Cl", "H", "C", "Cl", "Cl", "Cl", "H", "C", "Cl", "Cl", "Cl", "H", "C", "Cl", "Cl", "Cl", "H", "C", "Cl", "Cl", "Cl", "H", "C", "Cl", "Cl", "Cl", "H"], "positions_angstrom": [[0.148, -1.478, -4.546], [-1.298, -1.318, -4.001], [-1.410, -1.229, -2.466], [-0.543, -2.388, -1.892], [-2.818, -1.163, -1.847], [-3.301, -2.465, -1.174], [-2.793, -0.120, -0.643], [-1.743, -0.329, 0.443], [-1.833, 0.933, 1.353], [-1.009, 0.799, 2.649], [-0.710, 2.258, 3.112], [-1.004, 2.491, 4.618], [0.186, 3.002, 5.422], [0.490, 4.446, 4.991], [1.900, 5.050, 5.997], [2.539, 6.318, 4.939], [2.938, 6.161, 3.780], [3.310, 7.427, 3.369], [3.121, 8.212, 4.288], [2.597, 7.569, 5.374], [-2.616, 1.209, -1.109], [-3.772, 1.558, -1.815], [-3.775, 0.766, -3.138], [-5.438, 1.551, -4.240], [-3.955, -0.664, -2.716], [-4.415, -1.595, -3.793], [-5.917, -1.934, -3.572], [-6.432, -3.037, -4.526], [-6.747, -1.535, -4.587], [0.265, -1.013, -5.515], [0.320, -2.552, -4.662], [0.877, -1.100, -3.834], [-1.829, -2.223, -4.317], [-1.754, -0.494, -4.555], [-0.865, -0.329, -2.171], [-0.726, -2.570, -0.839], [-0.673, -3.286, -2.493], [0.498, -2.091, -1.959], [-2.760, -2.688, -0.272], [-4.383, -2.428, -1.052], [-3.108, -3.297, -1.850], [-3.772, -0.271, -0.155], [-0.724, -0.357, 0.078], [-1.985, -1.177, 1.081], [-2.867, 1.213, 1.548], [-1.321, 1.716, 0.798], [-1.518, 0.224, 3.418], [-0.048, 0.370, 2.366], [0.329, 2.542, 2.938], [-1.301, 2.939, 2.499], [-1.372, 1.579, 5.076], [-1.799, 3.236, 4.696], [-0.081, 2.971, 6.502], [1.103, 2.421, 5.293], [-0.372, 5.093, 5.139], [0.804, 4.504, 3.952], [3.290, 9.291, 4.346], [-4.689, 1.355, -1.246], [-3.810, 2.619, -2.040], [-2.810, 0.945, -3.591], [-4.754, -0.602, -2.080], [-4.347, -1.192, -4.796], [-3.910, -2.552, -3.799], [-6.299, -1.944, -2.555], [-7.482, -3.291, -4.557], [-5.994, -3.020, -5.516], [1.646, -0.284, -8.675], [0.042, -0.904, -8.256], [2.372, 0.550, -7.298], [2.680, -1.590, -9.236], [1.531, 0.428, -9.480], [-0.572, 8.953, 5.697], [-0.672, 10.611, 6.289], [-1.923, 7.987, 6.283], [-0.531, 8.900, 3.940], [0.345, 8.514, 6.069], [-2.487, -0.943, 7.216], [-0.863, -0.251, 7.169], [-3.557, -0.112, 6.084], [-2.436, -2.670, 6.867], [-2.882, -0.809, 8.214], [1.481, -5.799, -5.023], [1.432, -4.383, -6.078], [0.021, -5.874, -4.033], [1.673, -7.278, -5.956], [2.332, -5.703, -4.362], [-3.626, -6.162, 0.574], [-4.175, -4.614, 1.226], [-3.198, -6.006, -1.133], [-2.260, -6.817, 1.471], [-4.447, -6.862, 0.654], [1.371, -6.004, -10.033], [0.839, -4.502, -9.271], [1.759, -5.732, -11.733], [2.763, -6.679, -9.186], [0.561, -6.718, -9.981], [8.051, 2.173, 1.310], [7.958, 1.307, 2.846], [9.570, 1.813, 0.483], [6.673, 1.768, 0.283], [8.018, 3.234, 1.517], [-7.978, -2.975, 1.181], [-6.707, -1.938, 0.495], [-7.423, -4.642, 1.303], [-8.481, -2.367, 2.750], [-8.831, -2.947, 0.516], [4.535, -3.190, -3.596], [4.480, -1.772, -4.642], [3.067, -3.300, -2.613], [4.742, -4.660, -4.545], [5.382, -3.091, -2.930], [0.805, 9.123, -0.201], [1.568, 8.393, 1.208], [-0.629, 8.204, -0.671], [0.388, 10.810, 0.111], [1.512, 9.094, -1.020], [4.325, 12.389, 5.555], [4.718, 12.703, 7.241], [5.787, 12.217, 4.590], [3.314, 10.936, 5.413], [3.761, 13.229, 5.173], [6.562, -2.395, 3.461], [6.951, -3.104, 5.029], [6.802, -3.574, 2.170], [4.906, -1.787, 3.447], [7.230, -1.561, 3.289], [5.987, -8.431, -4.579], [4.382, -8.128, -5.259], [6.152, -7.659, -3.000], [6.292, -10.163, -4.456], [6.725, -8.004, -5.245], [0.803, -5.217, 2.839], [0.356, -3.639, 3.504], [1.171, -5.048, 1.124], [2.178, -5.904, 3.700], [-0.033, -5.892, 2.957], [-1.535, 4.183, 9.112], [-1.743, 5.470, 7.935], [-3.054, 3.849, 9.946], [-0.926, 2.725, 8.316], [-0.807, 4.500, 9.846], [2.306, -8.974, -0.250], [2.245, -7.564, -1.311], [0.863, -9.034, 0.768], [2.465, -10.456, -1.188], [3.174, -8.880, 0.388], [1.365, 4.838, -2.591], [-0.148, 4.008, -2.202], [1.776, 5.997, -1.332], [2.670, 3.671, -2.820], [1.226, 5.377, -3.519]], "total_charge": 1, "spin_multiplicity": 1, "homo_lumo_gap_ev": 8.00, "e_lumo_ev": -2.45, "e_homo_ha": -0.384}



{"formula": "C38H54N12O13S", "method": "ωB97M-V with the def2-TZVPD basis set", "species": ["N", "C", "C", "C", "C", "C", "H", "H", "H", "H", "H", "N", "C", "C", "C", "C", "C", "H", "H", "H", "H", "H", "N", "C", "C", "C", "C", "C", "H", "H", "H", "H", "H", "N", "C", "C", "C", "C", "C", "H", "H", "H", "H", "H", "N", "C", "C", "C", "C", "C", "H", "H", "H", "H", "H", "N", "C", "C", "C", "C", "C", "H", "H", "H", "H", "H", "C", "S", "O", "C", "H", "H", "H", "H", "H", "H", "C", "N", "O", "O", "H", "H", "H", "C", "N", "O", "O", "H", "H", "H", "C", "N", "O", "O", "H", "H", "H", "C", "N", "O", "O", "H", "H", "H", "C", "N", "O", "O", "H", "H", "H", "C", "N", "O", "O", "H", "H", "H"], "positions_angstrom": [[10.411, 10.356, 19.869], [9.122, 10.425, 19.448], [8.634, 11.704, 19.092], [9.484, 12.779, 19.039], [10.772, 12.657, 19.507], [11.201, 11.427, 19.888], [8.464, 9.574, 19.544], [7.591, 11.749, 18.816], [9.096, 13.729, 18.703], [11.451, 13.493, 19.583], [12.219, 11.288, 20.224], [13.733, 11.324, 8.561], [13.859, 10.213, 7.799], [13.296, 8.967, 8.048], [12.523, 8.853, 9.235], [12.319, 9.961, 10.015], [12.910, 11.183, 9.624], [14.536, 10.187, 6.958], [13.451, 8.121, 7.395], [12.049, 7.919, 9.498], [11.751, 9.876, 10.930], [12.800, 12.047, 10.261], [14.951, 13.214, 18.886], [14.869, 12.737, 17.595], [15.998, 12.099, 17.022], [17.165, 11.817, 17.796], [17.174, 12.250, 19.111], [16.072, 12.965, 19.643], [13.948, 13.054, 17.127], [15.955, 11.758, 15.998], [18.043, 11.282, 17.463], [17.991, 12.150, 19.810], [16.094, 13.171, 20.703], [8.070, 15.431, 10.773], [8.947, 15.445, 9.682], [10.337, 15.255, 9.860], [10.859, 14.931, 11.099], [9.987, 14.773, 12.215], [8.577, 15.058, 11.998], [8.686, 15.811, 8.700], [11.011, 15.234, 9.016], [11.927, 14.798, 11.179], [10.428, 14.575, 13.181], [7.808, 15.114, 12.754], [8.391, 9.030, 10.701], [8.058, 10.150, 11.394], [8.313, 11.438, 10.948], [8.912, 11.593, 9.723], [9.304, 10.504, 8.989], [8.975, 9.236, 9.485], [7.650, 10.049, 12.389], [8.059, 12.313, 11.528], [9.160, 12.523, 9.233], [9.819, 10.744, 8.070], [9.139, 8.327, 8.925], [14.665, 6.672, 18.317], [14.257, 7.522, 17.338], [14.046, 8.859, 17.543], [14.102, 9.373, 18.840], [14.394, 8.514, 19.877], [14.744, 7.203, 19.533], [14.263, 7.153, 16.323], [13.945, 9.531, 16.704], [13.999, 10.424, 19.065], [14.452, 8.926, 20.873], [15.132, 6.526, 20.280], [11.115, 11.597, 13.451], [12.044, 10.729, 14.766], [13.368, 11.454, 14.903], [11.001, 11.287, 16.145], [10.112, 11.177, 13.386], [11.635, 11.401, 12.513], [11.134, 12.661, 13.689], [11.584, 10.993, 17.018], [10.005, 10.850, 16.210], [10.931, 12.374, 16.113], [11.884, 6.542, 13.908], [11.600, 7.438, 12.701], [12.028, 7.162, 11.617], [10.966, 8.461, 12.849], [11.582, 5.521, 13.679], [11.330, 6.894, 14.779], [12.972, 6.516, 13.969], [15.353, 13.992, 13.679], [13.970, 13.837, 13.106], [13.833, 13.039, 12.171], [13.058, 14.516, 13.531], [15.288, 14.529, 14.626], [15.958, 14.518, 12.941], [15.786, 13.023, 13.926], [10.865, 7.283, 19.199], [10.903, 7.301, 17.734], [10.549, 8.336, 17.145], [11.297, 6.289, 17.169], [9.877, 7.518, 19.595], [11.637, 7.947, 19.588], [11.059, 6.276, 19.570], [6.949, 9.630, 15.257], [6.509, 10.679, 16.236], [6.014, 10.288, 17.298], [6.752, 11.854, 16.016], [6.409, 8.714, 15.498], [7.981, 9.534, 15.595], [6.749, 10.078, 14.284], [7.687, 15.515, 16.406], [9.144, 15.550, 16.131], [9.705, 14.499, 16.241], [9.705, 16.562, 15.694], [7.358, 16.501, 16.733], [7.566, 14.715, 17.136], [7.236, 15.201, 15.464], [14.230, 9.504, 12.404], [14.955, 9.188, 13.654], [14.789, 8.069, 14.123], [15.720, 10.060, 14.135], [14.570, 8.764, 11.680], [14.440, 10.523, 12.079], [13.158, 9.461, 12.596]], "total_charge": 0, "spin_multiplicity": 1, "homo_lumo_gap_ev": 8.77, "e_lumo_ev": -0.22, "de_lowest_kj_mol": 0.0, "e_homo_ha": -0.330}



no.,strongest force on any atom (hartree/bohr)
1,0.1778
2,0.1302
3,0.0902
4,0.0688